Entry one
Molecular formula: C2H4BrN
Method: DFT, the ωB97M-V functional and the def2-TZVPD basis

Each line ends with the Mulliken charge.
Atoms and positions in Å:
Br  -1.891  -2.231  -2.693  0.00
N  -1.145  -1.708  -1.055  -0.32
C  0.117  -0.271  0.526  -0.68
C  -0.526  -0.682  -0.790  0.11
H  0.989  0.294  0.164  0.27
H  -0.582  0.696  -2.251  0.11
H  -0.650  0.374  1.151  0.24
H  0.230  -1.305  0.995  0.26

E_LUMO (alpha / beta) = -0.67 / -0.67 eV
HOMO energy (alpha / beta) = -8.9413 / -8.9330 eV
HOMO-LUMO gap (alpha / beta) = 8.275 / 8.267 eV

Entry two
Molecular formula: C2H4BrN
Method: DFT, the ωB97M-V functional and the def2-TZVPD basis

Each line ends with the Mulliken charge.
Atoms and positions in Å:
Br  3.507  -0.438  -0.094  -0.23
N  1.107  2.221  -0.468  -0.37
C  0.017  -0.022  0.159  -0.81
C  0.807  1.145  -0.154  0.29
H  0.322  -0.492  1.175  0.28
H  0.257  -0.879  -0.459  0.30
H  3.129  0.307  -1.180  0.21
H  -1.050  -0.009  0.119  0.33

E_LUMO = 0.71 eV
HOMO energy = -10.9187 eV
HOMO-LUMO gap = 11.631 eV
SMILES = CC#N.Br

Which structure wins on stability? entry two wins.

Entry one
Molecular formula: C4H4P2
Method: DFT, the ωB97M-V functional and the def2-TZVPD basis

Each line ends with the Mulliken charge.
Atoms and positions in Å:
P  2.834  -0.318  2.064  -0.03
P  1.186  -0.776  0.970  -0.10
C  0.317  -0.542  -0.969  -0.30
C  -1.059  -0.365  -0.526  -0.18
C  -0.615  0.082  0.844  -0.18
C  -0.061  0.777  -0.412  -0.55
H  -1.260  0.546  1.727  0.29
H  -2.045  -0.498  -0.916  0.38
H  0.670  -0.704  -2.048  0.28
H  0.032  1.797  -0.735  0.38

E_LUMO = -0.56 eV
HOMO energy = -7.5306 eV
HOMO-LUMO gap = 6.973 eV

Entry two
Molecular formula: C4H4P2
Method: DFT, the ωB97M-V functional and the def2-TZVPD basis

Each line ends with the Mulliken charge.
Atoms and positions in Å:
P  -0.087  1.178  -1.492  -0.11
P  1.666  1.695  -0.483  -0.07
C  -1.020  0.469  -0.079  -0.34
C  -0.362  -0.546  -0.937  -0.17
C  1.214  0.190  0.824  -0.44
C  0.020  -0.453  0.489  -0.26
H  1.749  -0.045  1.661  0.48
H  -0.327  -1.269  1.260  0.27
H  -2.016  0.172  0.143  0.31
H  -0.838  -1.391  -1.386  0.34

E_LUMO (alpha / beta) = -0.42 / -0.88 eV
HOMO energy (alpha / beta) = -8.0763 / -8.0216 eV
HOMO-LUMO gap (alpha / beta) = 7.653 / 7.146 eV
SMILES = C1=P#P2[C@@H]3[C@H]1[C@@H]32

Entry three
Molecular formula: C4H4P2
Method: DFT, the ωB97M-V functional and the def2-TZVPD basis

Each line ends with the Mulliken charge.
Atoms and positions in Å:
P  2.680  -0.493  0.698  -0.22
P  -2.513  -0.008  -0.403  -0.08
C  -1.952  -1.327  0.729  -0.80
C  1.733  -1.320  -0.213  0.06
C  -1.139  -1.018  -0.477  0.22
C  0.216  -1.745  -0.739  -0.38
H  -1.536  -0.956  1.659  0.23
H  -0.059  -2.719  -0.338  0.30
H  0.848  -1.974  -1.641  0.27
H  -2.425  -2.178  0.872  0.38

E_LUMO = -0.46 eV
HOMO energy = -8.8788 eV
HOMO-LUMO gap = 8.415 eV
SMILES = P#CCC1=PC1

Which structure wins on stability? entry two wins.

Entry one
Molecular formula: C8H17N3O
Method: DFT, the ωB97M-V functional and the def2-TZVPD basis

Each line ends with the Mulliken charge.
Atoms and positions in Å:
O  -0.993  2.019  -0.428  -0.62
N  -0.099  -0.071  0.352  0.20
N  -2.121  0.147  -0.883  -0.21
N  2.725  0.052  -0.390  -0.07
C  -2.741  -0.996  -0.121  -0.19
C  0.812  0.701  1.108  -0.89
C  2.065  1.280  0.175  -0.59
C  1.768  -0.851  -1.015  -1.04
C  3.259  -0.841  0.654  -1.14
C  -3.933  -0.526  0.882  -0.98
C  0.505  -1.197  -0.311  -0.40
C  -0.978  0.814  -0.398  0.34
H  0.644  -2.034  0.523  0.33
H  -3.657  0.363  1.515  0.30
H  1.452  -0.184  1.742  0.18
H  1.238  -0.254  -1.888  0.33
H  3.640  -1.688  0.145  0.37
H  2.421  -1.716  -1.440  0.39
H  -5.045  -0.052  0.521  0.27
H  -3.003  -1.847  -1.048  0.21
H  -4.028  -1.459  1.547  0.29
H  0.301  1.553  1.506  0.55
H  -0.109  -1.558  -1.193  0.38
H  2.680  -1.244  1.564  0.39
H  -1.943  -1.490  0.520  0.20
H  2.670  2.055  0.720  0.33
H  -2.737  0.812  -1.197  0.29
H  3.931  -0.251  1.204  0.42
H  1.422  1.641  -0.714  0.37

E_LUMO = 0.86 eV
HOMO energy = -8.0720 eV
HOMO-LUMO gap = 8.934 eV
SMILES = CCNC(=O)N1CCN(C)CC1

Entry two
Molecular formula: C8H17N3O
Method: DFT, the ωB97M-V functional and the def2-TZVPD basis

Each line ends with the Mulliken charge.
Atoms and positions in Å:
O  -1.932  -2.174  0.850  -0.54
N  0.989  0.686  2.289  -0.57
N  1.035  2.336  -1.353  -0.86
N  -0.852  1.353  -2.221  -0.45
C  0.410  1.266  -1.650  0.40
C  -0.338  -0.465  0.484  0.03
C  -0.391  1.057  2.587  -0.53
C  0.484  -1.129  -2.224  -0.78
C  2.023  -0.317  -0.444  -1.63
C  0.941  -0.129  -1.480  0.62
C  -1.750  -0.932  0.192  -0.99
C  -0.087  -0.235  1.946  -0.12
H  -2.851  -2.443  0.722  0.35
H  -1.902  -1.028  -0.896  0.31
H  -0.261  -0.963  -3.010  0.42
H  -1.527  0.662  -1.924  0.20
H  0.859  -2.152  -2.096  0.24
H  0.332  -1.230  0.143  0.14
H  1.984  2.133  -1.011  0.30
H  -1.212  2.308  -2.190  0.32
H  -0.762  1.874  1.990  0.24
H  -0.215  -1.116  2.566  0.45
H  -2.460  -0.171  0.559  0.34
H  1.455  0.391  3.132  0.22
H  -0.716  1.066  3.617  0.31
H  2.950  0.186  -0.740  0.49
H  2.255  -1.385  -0.313  0.30
H  1.723  0.083  0.494  0.66
H  -0.186  0.469  -0.019  0.12

E_LUMO = 0.65 eV
HOMO energy = -9.1554 eV
HOMO-LUMO gap = 9.806 eV
SMILES = [H]/N=C(/N)C(=C)C.OCC[C@@H]1CN1

Which structure wins on stability? entry two wins.

Entry one
Molecular formula: C10H10N2O3
Method: DFT, the ωB97M-V functional and the def2-TZVPD basis

Each line ends with the Mulliken charge.
Atoms and positions in Å:
O  -0.392  0.863  -2.243  -0.55
O  -0.991  -1.262  -1.327  -0.30
O  -0.330  2.421  0.674  -0.33
N  -1.459  1.602  0.826  -0.50
N  -2.136  -1.464  -0.592  -0.49
C  0.940  -0.144  -0.546  0.20
C  3.468  -0.511  0.437  -0.26
C  2.439  -1.373  0.869  -0.69
C  1.889  0.699  -0.939  -0.05
C  1.181  -1.174  0.351  -0.31
C  -0.530  0.111  -1.069  0.68
C  -2.497  -0.419  0.096  0.53
C  -3.619  -0.411  1.061  -1.32
C  -1.524  0.656  -0.026  0.55
C  3.213  0.475  -0.449  -0.47
H  -4.614  -0.604  0.707  0.33
H  -0.964  0.387  -2.919  0.43
H  -3.494  -1.274  1.652  0.32
H  1.846  1.581  -1.707  0.26
H  0.352  -1.847  0.656  0.32
H  2.613  -2.256  1.440  0.41
H  -3.491  0.465  1.596  0.39
H  4.527  -0.715  0.917  0.22
H  -0.519  3.045  1.306  0.37
H  4.093  1.148  -0.771  0.26

E_LUMO = 0.17 eV
HOMO energy = -9.2108 eV
HOMO-LUMO gap = 9.377 eV
SMILES = CC1=NO[C@](O)(c2ccccc2)/C1=N\O

Entry two
Molecular formula: C10H10N2O3
Method: DFT, the ωB97M-V functional and the def2-TZVPD basis

Each line ends with the Mulliken charge.
Atoms and positions in Å:
O  -1.900  2.324  -3.706  -0.53
O  -1.567  0.986  0.750  -0.29
O  -1.970  -1.362  -2.791  -0.66
N  -0.948  0.640  -2.553  -0.07
N  -1.292  -0.842  -0.734  -0.04
C  1.295  -1.163  -0.030  -0.40
C  -0.865  -0.054  0.303  -0.29
C  -2.733  1.386  0.524  -0.38
C  -1.667  1.158  -3.567  -0.12
C  0.495  -0.316  0.727  1.16
C  2.354  0.108  2.222  -0.35
C  3.203  -0.707  1.479  -0.51
C  2.618  -1.436  0.364  -0.56
C  1.015  0.368  1.886  -0.63
C  -1.368  -0.596  -2.056  0.57
H  -0.264  1.200  -1.990  0.28
H  4.218  -0.676  1.806  0.38
H  3.236  -2.004  -0.390  0.29
H  2.773  0.608  3.161  0.27
H  0.991  -1.601  -0.972  0.30
H  0.218  0.851  2.431  0.41
H  -1.592  -1.751  -0.651  0.15
H  -2.109  0.388  -4.136  0.45
H  -3.169  2.323  1.091  0.21
H  -3.351  0.872  -0.172  0.34

E_LUMO (alpha / beta) = -0.61 / 0.08 eV
HOMO energy (alpha / beta) = -7.6819 / -7.5294 eV
HOMO-LUMO gap (alpha / beta) = 7.076 / 7.606 eV

Which structure wins on stability? entry two wins.

Entry one
Molecular formula: C2H4NO2S
Method: DFT, the ωB97M-V functional and the def2-TZVPD basis

Each line ends with the Mulliken charge.
Atoms and positions in Å:
S  0.908  0.104  -0.237  1.22
O  1.085  1.368  -0.844  -0.41
O  1.399  -1.110  -0.767  -0.41
N  -1.102  -0.272  -0.969  -0.31
C  -1.909  -0.445  -1.790  0.06
C  0.617  0.237  1.534  -0.64
H  0.626  1.331  1.959  0.35
H  -0.339  -0.227  1.548  0.33
H  1.318  -0.406  2.087  0.36
H  -2.604  -0.580  -2.521  0.46

E_LUMO = -5.95 eV
HOMO energy = -17.8875 eV
total charge = +1
HOMO-LUMO gap = 11.940 eV
SMILES = C#[N+]S(C)(=O)=O

Entry two
Molecular formula: C2H4NO2S
Method: DFT, the ωB97M-V functional and the def2-TZVPD basis

Each line ends with the Mulliken charge.
Atoms and positions in Å:
S  -1.839  0.947  -1.227  1.08
O  -1.824  2.256  -1.636  -0.28
O  -3.029  0.256  -0.846  -0.29
N  1.723  -0.135  2.366  -0.36
C  2.567  -0.735  2.854  0.10
C  -0.394  -0.128  -1.280  -0.53
H  -0.844  -1.057  -1.690  0.36
H  0.567  0.157  -1.727  0.35
H  -0.305  -0.258  -0.214  0.30
H  3.378  -1.302  3.399  0.27

E_LUMO = -7.39 eV
HOMO energy = -15.7558 eV
total charge = +1
HOMO-LUMO gap = 8.367 eV

Which structure wins on stability? entry one wins.